[1]
Molecular formula: C25H20AsCl5CoN3OS4Sb
Method: DFT, ωB97M-V/def2-TZVPD

The geometry in XYZ format:
```
61
Properties=species:S:1:pos:R:3:lowdin_charge:R:1
Co -1.242 -0.520 0.138 -0.15
S 0.681 2.297 -3.324 -0.37
Sb -0.764 3.314 -1.781 0.16
S -1.307 1.144 1.672 -0.03
S -0.003 1.330 0.065 -0.16
S -2.931 2.966 -2.458 -0.37
Cl -0.204 -7.581 0.796 0.61
C -0.813 -5.960 0.752 -0.73
C 0.031 -4.890 0.464 -0.71
Cl 1.706 -5.183 0.150 0.65
C -0.455 -3.594 0.429 -0.55
Cl 0.595 -2.260 0.073 0.76
C -1.820 -3.277 0.689 -0.47
O -2.292 -2.097 0.676 -0.17
C -2.651 -4.401 0.971 -0.61
Cl -4.317 -4.069 1.276 0.69
C -2.161 -5.694 1.003 -0.71
Cl -3.230 -7.010 1.357 0.63
N -2.314 1.509 -10.255 0.12
C -2.389 1.236 -9.141 -0.20
C -2.481 0.878 -7.753 -0.25
C -3.435 -0.052 -7.347 -0.05
C -3.516 -0.414 -6.015 -0.01
C -2.654 0.162 -5.091 -0.18
C -1.714 1.111 -5.480 -0.02
C -1.624 1.455 -6.815 0.00
N -2.739 -0.196 -3.737 -0.03
C -3.889 -0.483 -3.024 -0.07
C -3.500 -0.620 -1.735 -0.11
N -2.140 -0.412 -1.648 -0.02
C -1.714 -0.157 -2.853 -0.18
H -4.098 -0.496 -8.076 0.11
H -4.235 -1.155 -5.692 0.11
H -1.082 1.594 -4.733 -0.03
H -0.897 2.191 -7.127 0.12
H -4.863 -0.463 -3.480 0.11
H -4.092 -0.812 -0.857 0.11
H -0.706 0.150 -3.114 0.05
C 2.102 -0.361 4.785 -0.35
As 1.898 0.261 2.920 1.10
C 3.795 -0.024 2.447 -0.34
C 1.980 2.232 3.190 -0.36
C 2.915 2.705 4.248 -0.31
C 2.496 2.833 5.575 -0.07
C 3.373 3.230 6.573 -0.10
C 4.699 3.512 6.271 -0.12
C 5.131 3.398 4.956 -0.10
C 4.249 3.002 3.959 -0.07
H 3.008 0.017 5.264 0.01
H 2.134 -1.451 4.752 0.01
H 1.233 -0.066 5.374 0.01
H 4.485 0.374 3.194 0.00
H 3.993 0.438 1.478 0.02
H 3.954 -1.100 2.348 0.01
H 0.950 2.532 3.384 0.05
H 2.245 2.622 2.207 0.07
H 1.462 2.615 5.820 0.11
H 3.018 3.321 7.594 0.09
H 5.386 3.821 7.049 0.09
H 6.160 3.623 4.701 0.09
H 4.593 2.925 2.935 0.11
```

As for the total charge: -2. The spin multiplicity is 2. The frontier orbital gap (alpha / beta) comes out at 5.118 / 5.106 eV.


[2]
Molecular formula: C25H20BCl5CoF6N9O5S2
Method: DFT, ωB97M-V/def2-TZVPD

The geometry in XYZ format:
```
74
Properties=species:S:1:pos:R:3:lowdin_charge:R:1
Co -0.020 0.887 0.255 0.61
C -0.698 0.261 -3.763 -0.03
C -0.434 -0.780 -2.736 -0.29
C -0.379 -2.145 -3.042 0.00
C -0.360 -2.788 -1.834 -0.04
N -0.392 -1.854 -0.872 0.02
N -0.394 -0.601 -1.407 0.11
B -0.666 -2.112 0.606 -0.68
N 0.605 -1.679 1.353 0.02
C 1.439 -2.368 2.126 -0.05
C 2.487 -1.546 2.473 0.00
C 2.233 -0.328 1.861 -0.29
C 3.145 0.843 2.018 -0.01
N 1.079 -0.418 1.158 0.03
N -1.823 -1.177 1.057 0.02
C -3.028 -1.429 1.587 -0.06
C -3.766 -0.266 1.577 0.01
C -2.925 0.700 1.016 -0.30
C -3.230 2.124 0.708 0.00
N -1.753 0.130 0.734 0.01
N -1.069 -3.561 0.811 0.00
C -2.193 -4.138 0.310 -0.10
C -2.054 -5.495 0.403 -0.01
C -0.771 -5.684 0.965 -0.35
C -0.076 -6.968 1.277 -0.03
N -0.185 -4.523 1.191 0.11
H -1.209 -0.215 -4.600 0.10
H 0.211 0.702 -4.156 0.05
H -1.342 1.045 -3.382 0.07
H -0.399 -2.581 -4.025 0.11
H -0.357 -3.836 -1.587 0.13
H 1.234 -3.402 2.336 0.11
H 3.339 -1.786 3.083 0.12
H 3.926 0.552 2.717 0.09
H 2.642 1.715 2.437 0.09
H 3.635 1.113 1.086 0.09
H -3.278 -2.412 1.944 0.13
H -4.777 -0.128 1.917 0.11
H -4.191 2.186 0.197 0.09
H -2.483 2.563 0.051 0.05
H -3.292 2.725 1.616 0.09
H -2.993 -3.548 -0.105 0.13
H -2.767 -6.247 0.112 0.10
H -0.793 -7.741 1.551 0.08
H 0.622 -6.833 2.101 0.07
H 0.487 -7.327 0.414 0.08
F -0.120 5.535 -2.365 0.11
C 0.942 4.833 -2.774 -0.69
F 1.874 4.878 -1.825 0.12
F 1.422 5.397 -3.871 0.16
S 0.434 3.097 -3.154 0.59
O 0.003 2.498 -1.889 -0.39
O -0.575 3.288 -4.146 -0.25
N 1.725 2.489 -3.764 -0.28
S 2.907 1.740 -3.027 0.60
O 3.961 2.608 -2.600 -0.26
O 2.465 0.712 -2.115 -0.30
C 3.567 0.826 -4.483 -0.69
F 4.639 0.138 -4.090 0.14
F 3.921 1.657 -5.454 0.15
F 2.662 -0.029 -4.954 0.14
Cl -0.328 4.281 0.373 0.83
C -0.391 3.458 1.877 -0.66
C -0.286 2.063 1.954 -0.16
C -0.476 1.537 3.247 -0.61
Cl -0.608 -0.148 3.582 0.84
C -0.673 2.349 4.371 -0.70
Cl -0.892 1.662 5.934 0.69
C -0.711 3.731 4.250 -0.72
Cl -0.945 4.729 5.625 0.71
C -0.589 4.286 2.989 -0.70
Cl -0.690 5.992 2.811 0.71
O 2.273 2.783 -0.060 0.19
C 1.500 1.978 0.019 -0.13
```

The frontier orbital gap (alpha / beta) comes out at 7.033 / 7.034 eV.


Calculated energy relative to the best compared isomer or geometry (same formula, charge and spin) (kJ/mol), listed in the same order as above: 44.5 155.0